# 1
Density functional theory data (ωB97M-V with the def2-TZVPD basis set) for a structure of composition C21H28AuFNP2.

```
54
Properties=species:S:1:pos:R:3:nbo_charge:R:1
Au -0.185 0.211 -0.147 0.63
C -2.628 2.361 -2.078 -0.94
P -1.062 2.274 -1.161 0.79
C -0.998 3.870 -0.285 -0.94
C 0.205 2.498 -2.476 -0.72
C 1.635 2.314 -1.928 -0.71
P 1.992 0.567 -1.438 0.78
C 2.304 -0.196 -3.069 -0.94
C 3.672 0.731 -0.750 -0.93
H -2.663 3.255 -2.700 0.24
H -3.461 2.378 -1.378 0.25
H -2.731 1.477 -2.707 0.25
H -0.874 4.681 -1.001 0.24
H -0.176 3.895 0.432 0.24
H -1.929 4.027 0.261 0.25
H 0.087 3.487 -2.921 0.24
H -0.011 1.767 -3.260 0.24
H 1.791 2.930 -1.042 0.23
H 2.367 2.631 -2.665 0.24
H 2.881 0.485 -3.693 0.24
H 1.369 -0.443 -3.574 0.24
H 2.870 -1.117 -2.935 0.25
H 4.332 1.208 -1.474 0.24
H 4.075 -0.251 -0.493 0.26
H 3.639 1.331 0.157 0.25
C -1.114 -1.967 -0.395 -0.49
C 0.078 -2.704 -0.123 -0.07
C 0.483 -3.003 1.204 -0.20
C 1.692 -3.605 1.458 -0.17
C 2.531 -3.967 0.392 -0.10
C 2.108 -3.771 -0.926 -0.18
C 0.903 -3.156 -1.179 -0.21
C 3.843 -4.534 0.654 0.24
N 4.896 -4.954 0.870 -0.27
H -1.877 -1.889 0.387 0.23
H -1.482 -1.940 -1.420 0.22
H -0.181 -2.738 2.024 0.20
H 2.006 -3.819 2.475 0.24
H 2.735 -4.120 -1.740 0.24
H 0.568 -3.010 -2.205 0.22
F -5.432 -0.254 3.737 -0.29
C -4.175 -0.069 3.376 0.44
C -3.803 1.170 2.880 -0.28
C -2.491 1.356 2.504 -0.14
C -1.537 0.321 2.621 -0.13
C -0.178 0.506 2.208 -0.36
C -1.968 -0.910 3.158 -0.15
C -3.281 -1.112 3.531 -0.27
H -4.543 1.961 2.806 0.25
H -2.169 2.321 2.127 0.21
H 0.549 -0.246 2.521 0.23
H 0.209 1.525 2.132 0.22
H -1.246 -1.710 3.294 0.22
H -3.623 -2.053 3.954 0.25
```

LUMO: -5.70 eV
Orbital gap: 4.19 eV
Energy: -1789.73037 Eh
Highest occupied orbital energy: -9.90 eV
Charge: +1

# 2
Density functional theory data (ωB97M-V with the def2-TZVPD basis set) for a structure of composition C21H28BrN5O5SSe4V.

```
66
Properties=species:S:1:pos:R:3:lowdin_spin:R:1
V -0.534 0.840 0.606 1.12
Se -1.017 2.524 2.286 -0.10
Se 0.662 2.264 3.916 0.01
Se 2.493 3.488 3.179 0.00
Se 3.741 2.046 1.864 -0.01
O -2.719 2.966 -2.119 0.00
C -2.308 1.852 -1.597 0.00
O -1.384 1.919 -0.757 0.00
C -2.848 0.592 -2.074 0.00
C -4.057 0.617 -2.781 0.00
C -4.588 -0.539 -3.304 0.00
C -3.882 -1.732 -3.148 0.00
C -2.677 -1.761 -2.477 0.00
C -2.123 -0.605 -1.908 0.00
S -0.551 -0.799 -1.143 -0.02
H -4.569 1.563 -2.896 0.00
H -5.531 -0.521 -3.833 0.00
H -4.280 -2.651 -3.559 0.00
H -2.137 -2.692 -2.370 0.00
C -4.385 1.368 1.210 0.00
C -3.523 0.335 1.893 0.00
O -2.454 -0.043 1.000 0.00
H -5.214 1.650 1.860 0.00
H -4.791 0.977 0.276 0.00
H -3.808 2.271 0.998 0.00
H -4.088 -0.570 2.120 0.00
H -3.096 0.727 2.817 0.00
H -2.149 -0.954 1.253 0.00
C 3.520 -3.825 -2.051 0.00
N 3.417 -2.484 -1.512 0.00
C 4.180 -1.396 -1.857 0.00
C 3.688 -0.352 -1.130 0.00
N 2.637 -0.772 -0.351 0.00
C 2.505 -2.050 -0.612 0.00
H 4.524 -3.976 -2.441 0.00
H 2.799 -3.981 -2.853 0.00
H 3.343 -4.553 -1.261 0.00
H 4.996 -1.472 -2.554 0.00
H 4.053 0.662 -1.081 0.00
H 1.772 -2.715 -0.181 0.00
N -0.683 4.607 -1.252 0.00
C 0.587 3.876 -1.517 0.00
C 1.238 3.291 -0.262 0.00
N 1.129 1.826 -0.032 -0.01
H -0.719 5.424 -1.851 0.00
H -0.676 4.958 -0.299 0.00
H -2.022 3.673 -1.822 0.00
H 1.309 4.571 -1.948 0.00
H 0.403 3.103 -2.267 0.00
H 0.850 3.785 0.627 0.00
H 2.310 3.499 -0.284 0.00
H 1.914 1.612 0.650 0.00
H 1.419 1.316 -0.869 0.00
Br 5.122 -1.797 3.386 0.00
C 3.380 -2.505 3.257 0.00
C 3.152 -3.827 3.617 0.00
N 1.959 -4.408 3.531 0.00
C 0.952 -3.676 3.071 0.00
C 1.093 -2.346 2.689 0.00
C 2.336 -1.730 2.791 0.00
C -0.078 -1.632 2.123 0.00
O -1.165 -2.167 1.957 0.00
O 0.140 -0.380 1.799 -0.01
H 3.969 -4.436 3.986 0.00
H -0.015 -4.156 2.990 0.00
H 2.485 -0.696 2.501 0.00
```

Expectation value of S²: 0.801
LUMO (spin up / spin down): -2.01 / -1.08 eV
Orbital gap (spin up / spin down): 4.38 / 5.32 eV
Energy: -14989.08643 Eh
Spin multiplicity: 2
Highest occupied orbital energy (spin up / spin down): -6.39 / -6.40 eV
Charge: 0

# 3
Density functional theory data (ωB97M-V with the def2-TZVPD basis set) for a cluster of 2 separate species, C21H28Cl2IN2O9 in total.

```
63
Properties=species:S:1:pos:R:3:nbo_charge:R:1
C -4.353 -1.160 -4.133 -0.65
C -2.960 -1.120 -3.332 -0.07
O -2.872 -0.062 -2.352 -0.56
C -2.334 1.157 -2.907 -0.07
C -1.672 1.982 -1.688 -0.48
C -0.615 0.967 -0.997 0.07
C -0.915 0.242 0.370 0.02
C -2.344 0.546 1.008 -0.47
C -2.476 1.988 1.719 -0.42
C -1.169 2.911 1.621 -0.07
O -1.373 4.007 2.589 -0.74
C 0.110 -0.746 1.047 0.05
C -0.249 -1.488 2.416 -0.48
C 0.897 -1.436 3.539 -0.16
C 0.349 -1.025 5.007 -0.65
Cl 1.525 -3.186 3.732 -0.11
C 1.477 -0.988 0.290 0.02
C 2.620 -1.977 0.794 -0.28
N 2.197 -3.413 0.578 -0.82
C 1.688 -0.239 -1.040 -0.13
C 0.708 0.735 -1.757 -0.16
C 1.271 1.308 -3.127 0.69
O 0.758 2.233 -3.790 -0.53
N 2.497 0.526 -3.306 -0.52
C 2.644 -0.325 -4.522 -0.33
C 1.425 -0.272 -5.555 0.47
O 1.127 0.670 -6.306 -0.48
I 0.139 -2.065 -5.739 0.01
C 2.882 -0.243 -2.084 0.70
O 4.014 -0.790 -2.060 -0.55
H -4.540 -0.175 -4.697 0.21
H -5.181 -1.278 -3.355 0.21
H -4.336 -2.073 -4.814 0.21
H -2.129 -1.031 -4.109 0.17
H -2.779 -2.109 -2.775 0.19
H -1.487 0.966 -3.670 0.19
H -3.122 1.849 -3.376 0.18
H -1.041 2.861 -2.065 0.25
H -2.505 2.308 -0.982 0.22
H -2.713 -0.235 1.750 0.23
H -3.105 0.537 0.138 0.24
H -2.763 1.881 2.821 0.23
H -3.342 2.569 1.223 0.20
H -1.125 3.420 0.595 0.17
H -0.198 2.400 1.929 0.20
H -1.400 4.864 2.101 0.47
H -1.183 -0.995 2.889 0.23
H -0.587 -2.561 2.157 0.26
H 1.784 -0.768 3.278 0.24
H -0.737 -1.340 5.188 0.19
H 0.981 -1.640 5.750 0.26
H 0.556 0.069 5.267 0.27
H 3.541 -1.816 0.117 0.22
H 2.974 -1.765 1.864 0.23
H 1.483 -3.359 -0.179 0.35
H 3.007 -3.868 0.107 0.36
H 3.603 -0.007 -5.084 0.25
H 2.807 -1.437 -4.263 0.25
O 4.151 1.309 5.155 -0.88
Cl 3.710 0.800 6.437 2.54
O 3.562 1.897 7.369 -0.88
O 4.685 -0.140 6.946 -0.87
O 2.433 0.129 6.273 -0.91
```

LUMO: 0.59 eV
Orbital gap: 6.52 eV
Energy: -2821.30766 Eh
Highest occupied orbital energy: -5.93 eV
Charge: -1

Question: What is the formula in the first record?
Answer: C21H28AuFNP2

Question: Among the records above, which one has the highest charge?
Answer: C21H28AuFNP2

Question: energy of number 3 (C21H28Cl2IN2O9)?
Answer: -2821.30766 Eh

Please write out number 2 again, unchanged.
Density functional theory data (ωB97M-V with the def2-TZVPD basis set) for a structure of composition C21H28BrN5O5SSe4V.

```
66
Properties=species:S:1:pos:R:3:lowdin_spin:R:1
V -0.534 0.840 0.606 1.12
Se -1.017 2.524 2.286 -0.10
Se 0.662 2.264 3.916 0.01
Se 2.493 3.488 3.179 0.00
Se 3.741 2.046 1.864 -0.01
O -2.719 2.966 -2.119 0.00
C -2.308 1.852 -1.597 0.00
O -1.384 1.919 -0.757 0.00
C -2.848 0.592 -2.074 0.00
C -4.057 0.617 -2.781 0.00
C -4.588 -0.539 -3.304 0.00
C -3.882 -1.732 -3.148 0.00
C -2.677 -1.761 -2.477 0.00
C -2.123 -0.605 -1.908 0.00
S -0.551 -0.799 -1.143 -0.02
H -4.569 1.563 -2.896 0.00
H -5.531 -0.521 -3.833 0.00
H -4.280 -2.651 -3.559 0.00
H -2.137 -2.692 -2.370 0.00
C -4.385 1.368 1.210 0.00
C -3.523 0.335 1.893 0.00
O -2.454 -0.043 1.000 0.00
H -5.214 1.650 1.860 0.00
H -4.791 0.977 0.276 0.00
H -3.808 2.271 0.998 0.00
H -4.088 -0.570 2.120 0.00
H -3.096 0.727 2.817 0.00
H -2.149 -0.954 1.253 0.00
C 3.520 -3.825 -2.051 0.00
N 3.417 -2.484 -1.512 0.00
C 4.180 -1.396 -1.857 0.00
C 3.688 -0.352 -1.130 0.00
N 2.637 -0.772 -0.351 0.00
C 2.505 -2.050 -0.612 0.00
H 4.524 -3.976 -2.441 0.00
H 2.799 -3.981 -2.853 0.00
H 3.343 -4.553 -1.261 0.00
H 4.996 -1.472 -2.554 0.00
H 4.053 0.662 -1.081 0.00
H 1.772 -2.715 -0.181 0.00
N -0.683 4.607 -1.252 0.00
C 0.587 3.876 -1.517 0.00
C 1.238 3.291 -0.262 0.00
N 1.129 1.826 -0.032 -0.01
H -0.719 5.424 -1.851 0.00
H -0.676 4.958 -0.299 0.00
H -2.022 3.673 -1.822 0.00
H 1.309 4.571 -1.948 0.00
H 0.403 3.103 -2.267 0.00
H 0.850 3.785 0.627 0.00
H 2.310 3.499 -0.284 0.00
H 1.914 1.612 0.650 0.00
H 1.419 1.316 -0.869 0.00
Br 5.122 -1.797 3.386 0.00
C 3.380 -2.505 3.257 0.00
C 3.152 -3.827 3.617 0.00
N 1.959 -4.408 3.531 0.00
C 0.952 -3.676 3.071 0.00
C 1.093 -2.346 2.689 0.00
C 2.336 -1.730 2.791 0.00
C -0.078 -1.632 2.123 0.00
O -1.165 -2.167 1.957 0.00
O 0.140 -0.380 1.799 -0.01
H 3.969 -4.436 3.986 0.00
H -0.015 -4.156 2.990 0.00
H 2.485 -0.696 2.501 0.00
```

Expectation value of S²: 0.801
LUMO (spin up / spin down): -2.01 / -1.08 eV
Orbital gap (spin up / spin down): 4.38 / 5.32 eV
Energy: -14989.08643 Eh
Spin multiplicity: 2
Highest occupied orbital energy (spin up / spin down): -6.39 / -6.40 eV
Charge: 0